(1)
21
Properties=species:S:1:pos:R:3 method="wB97M-V/def2-TZVPD" charge=+1 e_homo_ev=-14.2 spin_multiplicity=1 orbital_gap_ev=11.22 smiles=C[C@@]12NCC[C@@H]1C[NH2+]2
C -1.69320 1.14613 0.67836
C -0.48019 0.50871 0.05579
N 0.52584 1.49821 -0.48832
C 1.73535 0.61421 -0.44012
C 1.58424 -0.55424 0.60864
C 0.10100 -0.94542 0.79496
C -0.55618 -1.66307 -0.37635
N -0.85889 -0.40526 -1.11355
H -2.06056 1.95898 0.05728
H -1.43768 1.55462 1.65126
H -2.48569 0.41824 0.82320
H 0.61577 2.28631 0.14005
H 2.62678 1.19608 -0.22661
H 1.86288 0.18710 -1.43711
H 2.19888 -1.39108 0.28399
H 1.96673 -0.21555 1.56910
H -0.22373 -1.14989 1.80066
H -1.46994 -2.18494 -0.09461
H 0.09141 -2.34145 -0.93128
H -1.81904 -0.29209 -1.45659
H -0.22378 -0.22560 -1.89876

(2)
19
Properties=species:S:1:pos:R:3 method="wB97M-V/def2-TZVPD" e_homo_ev=-8.3 spin_multiplicity=1 orbital_gap_ev=9.17 smiles="CC/C=C/CO.O"
C 0.67926 1.74519 2.29906
C -0.39197 0.79215 1.75348
C 0.03892 0.37269 0.32633
C -0.77482 0.04746 -0.70223
C -0.91084 0.80484 -1.95020
O -1.43486 0.06231 -3.04644
H 0.49150 2.76782 1.95293
H 1.67954 1.43762 2.04736
H 0.50760 1.87389 3.36804
H -1.44234 1.02767 1.61974
H -0.34191 -0.06535 2.44460
H 1.04185 0.72393 0.07062
H -1.48537 -0.75042 -0.45636
H 0.04906 1.16885 -2.31991
H -1.47868 1.70502 -1.71307
H -1.52178 -0.85489 -2.77330
O 1.51369 -4.05007 -1.09185
H 1.64367 -4.93099 -1.44273
H 2.13748 -3.87773 -0.38609

(3)
10
Properties=species:S:1:pos:R:3 method="wB97M-V/def2-TZVPD" e_homo_ev=-7.2 spin_multiplicity=1 orbital_gap_ev=6.77
B 1.88768 -0.89931 0.12943
C -1.26717 -0.19601 0.09363
C -0.03390 0.75030 -0.19806
O -1.00772 -1.40833 -0.21051
O 1.07825 -0.02373 -0.14200
H 2.89103 -1.45006 0.29336
H -1.51524 -0.03969 1.19429
H -2.09155 0.45976 -0.43873
H -0.01859 1.34532 -1.25255
H 0.07720 1.46174 0.53113

(4)
9
Properties=species:S:1:pos:R:3 method="wB97M-V/def2-TZVPD" e_homo_ev=-10.2 spin_multiplicity=1 orbital_gap_ev=11.31 smiles=CCO
C -0.95714 -0.75498 -0.26690
C 0.41001 -0.12816 -0.35409
O 0.67473 0.85588 0.62637
H -0.99534 -1.55054 0.47515
H -1.73957 -0.03179 -0.01643
H -1.21947 -1.22554 -1.21436
H 0.61905 0.22652 -1.37111
H 1.17888 -0.90198 -0.25866
H -0.16501 1.25861 0.86943